Formula: C17H24ClNO16
Source: the Open Molecules 2025 dataset
Level of theory: the ωB97M-V functional and the def2-TZVPD basis

The geometry in XYZ format:
```
59
Properties=species:S:1:pos:R:3:lowdin_charge:R:1
C 3.387 -0.728 0.229 0.02
C 2.804 -1.667 -0.801 -0.48
O 1.639 -1.526 -1.137 0.09
O 3.554 -2.621 -1.396 0.04
C 4.805 -2.918 -0.779 -0.14
C 4.689 -3.514 0.597 -0.17
O 4.613 -4.951 0.533 0.02
C 3.873 -5.520 1.502 -0.62
O 2.891 -6.166 1.227 0.14
N 4.336 -5.467 2.860 -0.32
Cl 3.847 -4.022 3.684 0.64
H 4.361 -0.984 0.623 0.05
H 3.398 0.281 -0.156 0.10
H 2.693 -0.722 1.061 0.10
H 5.472 -2.066 -0.780 0.13
H 5.283 -3.664 -1.402 0.14
H 3.833 -3.130 1.138 0.09
H 5.578 -3.213 1.144 0.12
H 3.820 -6.210 3.310 0.07
O 0.757 3.465 2.018 0.15
C 0.193 2.618 1.404 -0.58
O 0.810 1.567 0.815 0.04
C -0.201 0.645 0.377 -0.11
C -1.415 1.536 0.238 -0.11
O -1.140 2.567 1.205 0.07
H 0.095 0.163 -0.548 0.11
H -0.330 -0.119 1.147 0.14
H -1.493 1.989 -0.746 0.13
H -2.343 1.032 0.468 0.12
O 6.478 -1.266 2.422 0.15
C 6.037 -0.292 2.940 -0.58
O 5.802 -0.178 4.266 0.06
C 5.481 1.190 4.549 -0.11
C 4.976 1.684 3.210 -0.10
O 5.689 0.843 2.293 0.05
H 4.736 1.251 5.338 0.13
H 6.388 1.703 4.871 0.13
H 3.905 1.523 3.077 0.13
H 5.203 2.730 3.023 0.14
O -3.969 1.849 -1.112 0.15
C -5.053 1.553 -0.723 -0.56
O -5.470 1.685 0.554 0.07
C -6.885 1.451 0.586 -0.10
C -7.097 0.601 -0.649 -0.11
O -6.029 1.036 -1.496 0.06
H -7.169 0.949 1.507 0.13
H -7.400 2.410 0.526 0.14
H -6.976 -0.465 -0.452 0.13
H -8.055 0.772 -1.132 0.13
O -8.067 2.307 -3.398 0.15
C -7.169 2.276 -4.175 -0.58
O -6.128 3.137 -4.179 0.06
C -5.144 2.644 -5.093 -0.11
C -5.973 1.782 -6.021 -0.11
O -7.049 1.369 -5.171 0.06
H -4.648 3.468 -5.599 0.13
H -4.404 2.069 -4.533 0.13
H -6.385 2.346 -6.861 0.13
H -5.435 0.918 -6.402 0.13
```

- SMILES string = CC(=O)OCCOC(=O)NCl.O=C1OCCO1.O=C1OCCO1.O=C1OCCO1.O=C1OCCO1
- multiplicity = 1
- LUMO (Ha) = 0.005
- total energy (hartree) = -2380.97791

***

Formula: C17H24CoN8OSe
Source: the Open Molecules 2025 dataset
Level of theory: the ωB97M-V functional and the def2-TZVPD basis

The geometry in XYZ format:
```
52
Properties=species:S:1:pos:R:3:lowdin_charge:R:1
Co 0.258 0.333 -0.220 0.92
C -1.593 1.898 1.465 -0.12
C -1.233 0.747 2.384 -0.12
N 0.002 0.074 1.898 -0.08
C 0.045 -1.389 2.134 -0.14
C -0.914 -2.107 1.180 -0.12
N -1.186 -1.271 -0.030 -0.07
C -2.578 -0.720 -0.084 -0.12
C -2.596 0.728 -0.547 -0.13
N -1.467 1.503 0.033 -0.10
H -2.600 2.258 1.683 0.15
H -0.904 2.727 1.628 0.13
H -1.077 1.129 3.393 0.15
H -2.028 0.008 2.448 0.12
H 0.812 0.498 2.345 0.14
H 1.068 -1.713 1.963 0.11
H -0.199 -1.618 3.173 0.15
H -0.471 -3.054 0.878 0.14
H -1.858 -2.349 1.665 0.13
H -1.054 -1.847 -0.855 0.12
H -3.186 -1.314 -0.765 0.15
H -3.029 -0.820 0.899 0.12
H -2.493 0.776 -1.630 0.12
H -3.553 1.184 -0.289 0.15
H -1.401 2.369 -0.497 0.13
Se 2.736 3.365 0.104 1.34
N 4.271 2.565 0.135 -0.16
C 4.085 1.250 0.087 -0.33
C 5.061 0.213 0.094 0.09
C 4.599 -1.074 0.043 0.02
C 3.211 -1.356 -0.009 -0.04
N 2.272 -0.423 -0.016 0.04
C 2.719 0.862 0.024 -0.47
N 1.805 1.822 0.014 -0.28
H 6.117 0.448 0.142 0.15
H 5.291 -1.905 0.045 0.14
H 2.878 -2.388 -0.031 0.14
N 1.685 -3.443 -4.291 0.20
C 1.187 -2.391 -4.983 -0.48
O 1.085 -2.361 -6.181 0.13
C 0.721 -1.160 -4.208 -0.06
C 0.267 -0.098 -4.989 0.09
C -0.186 1.063 -4.382 0.03
C -0.185 1.133 -3.008 -0.10
N 0.245 0.112 -2.241 -0.04
C 0.699 -1.013 -2.837 -0.05
H 1.975 -4.250 -4.824 0.14
H 1.739 -3.500 -3.292 0.09
H 0.282 -0.213 -6.066 0.15
H -0.536 1.903 -4.967 0.14
H -0.521 2.030 -2.501 0.12
H 1.048 -1.794 -2.172 0.11
```

- relative energy (zero: lowest compared OMol25 entry of this formula, charge and spin) (eV) = 0.000
- ⟨S²⟩ = 6.01
- charge = +3
- multiplicity = 5
- LUMO (alpha / beta) (Ha) = -0.399 / -0.454
- total energy (hartree) = -4958.69081

***

Formula: C17H24Hg2NO11S
Source: the Open Molecules 2025 dataset
Level of theory: the ωB97M-V functional and the def2-TZVPD basis

The geometry in XYZ format:
```
56
Properties=species:S:1:pos:R:3:lowdin_charge:R:1
Hg 3.318 0.984 4.432 1.11
Hg -0.008 2.516 4.618 1.33
C 1.350 1.751 1.766 -0.22
O 1.655 1.857 3.130 -0.65
H 1.549 2.680 1.225 0.10
H 1.876 1.005 1.151 0.08
H 0.316 1.401 1.671 0.07
C -0.404 -2.409 1.610 -0.17
C -1.453 -1.600 0.818 -0.16
O -2.518 -1.462 1.747 -0.21
S -2.679 -2.864 2.530 0.63
O -3.231 -3.822 1.642 -0.16
O -3.269 -2.673 3.805 -0.18
O -1.095 -3.069 2.649 -0.15
H 0.402 -1.830 2.077 0.12
H 0.187 -3.130 1.030 0.12
H -1.769 -2.171 -0.058 0.14
H -1.094 -0.633 0.476 0.12
C 2.745 1.521 -4.087 0.02
C 2.389 1.479 -5.477 0.08
C 1.103 1.046 -5.817 0.05
C 0.224 0.673 -4.838 -0.07
C 0.571 0.771 -3.456 0.09
C 1.855 1.137 -3.107 -0.06
N -0.946 -0.134 -5.190 -0.34
O -1.374 -0.152 -6.300 0.19
O -1.457 -0.711 -4.241 0.11
H 3.729 1.866 -3.795 0.13
H 3.097 1.635 -6.279 0.14
H 0.915 0.798 -6.855 0.15
H -0.065 0.274 -2.734 0.13
H 2.139 1.288 -2.076 0.10
O -1.819 2.102 3.387 -0.10
C -2.970 2.398 3.045 -0.42
O -3.305 3.638 2.770 0.10
C -4.710 3.722 2.465 -0.10
C -5.377 2.402 2.909 -0.09
C -4.169 1.553 3.309 -0.04
H -4.939 3.920 1.416 0.14
H -5.076 4.636 2.934 0.14
H -5.914 2.032 2.039 0.13
H -6.105 2.559 3.699 0.13
H -4.154 0.555 2.861 0.13
H -4.249 1.256 4.359 0.15
O 2.310 -4.138 0.742 0.20
C 2.893 -3.300 0.122 -0.44
O 2.428 -2.031 0.054 0.01
C 3.429 -1.184 -0.477 -0.19
C 4.313 -2.064 -1.358 -0.10
C 4.218 -3.429 -0.633 -0.02
H 3.812 -0.529 0.315 0.12
H 3.007 -0.412 -1.135 0.09
H 5.341 -1.760 -1.523 0.13
H 3.757 -2.138 -2.293 0.12
H 4.970 -3.478 0.159 0.14
H 4.252 -4.332 -1.233 0.14
```

- charge = +3
- multiplicity = 1
- LUMO (Ha) = -0.555
- total energy (hartree) = -2248.12804

***

Formula: C17H24MgN5OS3
Source: the Open Molecules 2025 dataset
Level of theory: the ωB97M-V functional and the def2-TZVPD basis

The geometry in XYZ format:
```
51
Properties=species:S:1:pos:R:3:lowdin_charge:R:1
Mg -0.050 0.411 -0.332 0.36
C -0.596 -0.063 -4.577 -0.03
C -0.757 0.067 -3.082 -0.28
N 0.220 -0.271 -2.248 -0.06
N 1.398 -0.733 -2.692 -0.02
C 2.336 -1.183 -1.841 -0.83
N 3.466 -1.737 -2.406 0.07
S 2.143 -1.149 -0.184 0.71
C -1.937 0.546 -2.469 -0.23
C -3.110 0.920 -3.175 -0.03
C -4.218 1.354 -2.503 -0.08
C -4.167 1.452 -1.103 -0.07
C -2.998 1.078 -0.475 -0.12
N -1.921 0.630 -1.104 0.03
H 0.144 0.645 -4.958 0.09
H -1.528 0.135 -5.094 0.06
H -0.281 -1.073 -4.857 0.08
H 1.555 -0.863 -3.692 0.15
H 3.802 -1.357 -3.279 0.09
H 4.189 -1.948 -1.736 0.08
H -3.140 0.858 -4.251 0.09
H -5.120 1.618 -3.037 0.10
H -5.005 1.819 -0.532 0.10
H -2.923 1.134 0.602 0.11
S 1.100 1.211 2.516 0.67
C -0.242 0.551 1.799 -0.62
C -2.080 -1.745 1.734 -0.03
C -2.315 -0.500 2.510 -0.32
C -3.365 -0.171 3.315 -0.05
C -3.104 1.109 3.860 -0.05
C -1.881 1.509 3.410 -0.30
C -1.227 2.831 3.620 -0.08
N -1.389 0.526 2.564 -0.13
H -2.972 -2.364 1.779 0.08
H -1.241 -2.307 2.149 0.09
H -1.847 -1.522 0.689 0.06
H -4.228 -0.779 3.497 0.10
H -3.743 1.668 4.519 0.10
H -1.950 3.521 4.053 0.08
H -0.874 3.239 2.669 0.06
H -0.372 2.750 4.290 0.05
C 1.876 4.500 -0.486 -0.22
S 1.539 2.946 0.488 0.77
C 3.176 2.213 0.190 -0.27
O 0.659 2.196 -0.460 -0.59
H 1.952 4.269 -1.541 0.05
H 2.783 4.968 -0.122 0.05
H 1.032 5.160 -0.310 0.04
H 3.940 2.807 0.679 0.06
H 3.332 2.162 -0.882 0.06
H 3.156 1.216 0.621 -0.03
```

- relative energy (zero: lowest compared OMol25 entry of this formula, charge and spin) (eV) = 0.000
- ⟨S²⟩ = 0.77
- multiplicity = 2
- LUMO (alpha / beta) (Ha) = 0.006 / 0.004
- total energy (hartree) = -2405.87706